Entry from the Open Molecules 2025 dataset: a structure of composition C3H10F9O14S3V (the ωB97M-V functional and the def2-TZVPD basis).

Geometry as XYZ:
```
40
Properties=species:S:1:pos:R:3
V 0.565 0.040 0.407
C -1.438 -0.072 -5.450
F -2.675 0.437 -5.590
F -1.614 -1.343 -5.882
F -0.576 0.534 -6.255
S -0.775 0.049 -3.685
O 0.410 -0.721 -3.722
O -0.586 1.448 -3.355
O -1.816 -0.549 -2.904
C 3.888 0.045 2.997
F 3.308 -1.005 3.686
F 3.495 1.231 3.442
F 5.150 -0.149 3.209
S 3.549 -0.103 1.186
O 3.445 -1.505 0.876
O 2.225 0.551 1.137
O 4.454 0.697 0.489
C -2.793 2.408 1.372
F -4.087 2.491 1.612
F -2.636 2.199 0.031
F -2.216 3.467 1.901
S -2.035 0.896 2.250
O -0.583 0.868 1.845
O -2.189 1.056 3.627
O -2.765 -0.223 1.583
O 1.624 -0.863 -1.027
H 1.291 -1.047 -1.885
H 2.338 -1.469 -0.778
O 0.618 1.786 -0.945
H 0.363 2.607 -0.508
H 0.131 1.735 -1.820
O -1.140 -0.611 -0.452
H -1.471 -0.828 -1.402
H -1.924 -0.682 0.128
O 0.692 -1.456 1.783
H 1.318 -2.132 1.563
H -0.130 -2.017 2.090
O -1.459 -2.619 2.829
H -2.032 -3.348 3.009
H -1.923 -1.803 2.606
```

Calculated values
- Spin multiplicity: 3
- Gap between HOMO and LUMO (alpha / beta): 8.72 / 9.78 eV
- Max |F|: 3.5 eV Å⁻¹
- HOMO energy (alpha / beta): -10.943 / -10.943 eV
- Calculated total energy: -4211.21010 Ha

Mulliken population analysis, charges in e, atoms 1 to 2: 1.078 0.398

---

Entry from the Open Molecules 2025 dataset: a cluster of 2 separate species, C4H13N3O in total (the ωB97M-V functional and the def2-TZVPD basis).

Geometry as XYZ:
```
21
Properties=species:S:1:pos:R:3
C 0.085 0.727 1.470
C 0.073 -0.606 1.137
N -1.036 -1.261 0.601
N -0.958 -2.638 0.656
O -2.310 -0.752 1.121
H -0.864 1.209 1.685
H 0.881 1.055 2.124
H 0.927 -1.252 1.290
H -1.143 -3.000 1.593
H -1.629 -3.038 0.009
H -2.732 -0.341 0.357
C 1.519 1.899 -0.697
N 1.517 0.634 -1.282
C 0.101 0.219 -1.916
H 0.642 1.927 0.302
H 1.364 2.675 -1.444
H 2.427 2.134 -0.144
H 1.745 -0.071 -0.593
H -0.781 0.601 -1.392
H 0.027 -0.859 -2.008
H 0.144 0.739 -2.868
```

Calculated values
- Relative energy (zero: lowest compared OMol25 entry of this formula, charge and spin): 139.2 kcal per mole
- Gap between HOMO and LUMO: 8.56 eV
- Max |F|: 3.6 eV Å⁻¹
- HOMO energy: -7.794 eV
- Structure (SMILES): C=CN(N)O.CNC
- Calculated total energy: -399.52545 Ha

Mulliken population analysis, charges in e, atoms 1 to 2: -1.102 -0.335

---

Entry from the Open Molecules 2025 dataset: a cluster of 2 separate species, H5NO in total (the ωB97M-V functional and the def2-TZVPD basis).

Geometry as XYZ:
```
7
Properties=species:S:1:pos:R:3
N 2.092 -0.829 -0.102
H 1.486 -0.095 0.221
H 2.794 -1.023 0.581
H 1.589 -1.647 -0.394
O -2.462 0.861 -0.199
H -3.412 1.021 -0.168
H -2.086 1.713 0.061
```

Calculated values
- Relative energy (zero: lowest compared OMol25 entry of this formula, charge and spin): 6.3 kcal per mole
- Gap between HOMO and LUMO: 10.59 eV
- Max |F|: 0.8 eV Å⁻¹
- HOMO energy: -9.696 eV
- Structure (SMILES): N.O
- Calculated total energy: -132.98285 Ha

Mulliken population analysis, charges in e, atoms 1 to 2: -0.623 0.207

---

- max |F| of number 3 (H5NO)?
  0.8 eV Å⁻¹